1.
{"formula": "C4H32N2O12", "method": "ωB97M-V/def2-TZVPD", "elements": ["O", "C", "O", "C", "C", "C", "N", "N", "H", "H", "H", "H", "H", "H", "H", "H", "H", "H", "H", "H", "H", "H", "O", "H", "H", "O", "H", "H", "O", "H", "H", "O", "H", "H", "O", "H", "H", "O", "H", "H", "O", "H", "H", "O", "H", "H", "O", "H", "H", "O"], "coordinates": [[-1.261, -0.867, -1.736], [-0.573, -0.640, -0.783], [-0.797, -1.056, 0.451], [0.476, 0.483, -0.808], [1.775, 0.007, -1.473], [2.654, -0.851, -0.573], [1.926, -2.023, 0.107], [-0.218, 1.559, -1.595], [-1.581, -1.693, 0.435], [0.710, 0.860, 0.173], [2.376, 0.897, -1.683], [1.534, -0.523, -2.391], [3.192, -0.277, 0.183], [3.503, -1.315, -1.074], [2.651, -2.666, 0.414], [1.708, -1.575, 1.021], [1.161, -2.382, -0.442], [0.496, 2.159, -1.967], [-0.755, 1.121, -2.366], [-0.909, 1.952, -0.931], [1.352, -3.722, -3.059], [1.995, -2.282, -3.302], [1.592, -2.871, -2.683], [-2.206, 0.104, 1.593], [-2.842, 0.365, 2.932], [-2.078, 0.598, 2.414], [-1.699, -0.804, -4.209], [-2.752, 0.337, -4.364], [-1.846, 0.135, -4.122], [0.976, -1.252, 3.356], [-0.204, -0.724, 2.518], [0.725, -0.982, 2.464], [-3.259, -3.008, 0.185], [-3.476, -1.563, -0.352], [-3.154, -2.077, 0.403], [2.539, 1.882, 1.473], [3.008, 2.928, 0.544], [2.291, 2.288, 0.602], [-4.738, 0.236, -1.510], [-3.536, 0.315, -2.427], [-3.841, -0.058, -1.618], [0.177, 2.363, 4.223], [-0.647, 1.260, 4.236], [0.294, 1.412, 4.056], [3.252, 0.982, 3.610], [1.891, 0.680, 2.885], [2.850, 0.762, 2.764], [-1.790, 3.910, 0.700], [-1.622, 2.520, 1.223], [-1.318, 3.095, 0.503]], "mulliken_charge": [-0.485, -0.215, -0.182, 0.296, -0.594, -0.974, 0.094, 0.229, 0.287, 0.132, 0.554, 0.116, 0.487, 0.438, 0.489, 0.070, 0.214, 0.399, 0.292, 0.420, 0.285, 0.287, -0.521, 0.247, 0.289, -0.556, 0.312, 0.285, -0.600, 0.275, 0.181, -0.517, 0.336, 0.365, -0.623, 0.333, 0.323, -0.579, 0.265, 0.226, -0.528, 0.300, 0.236, -0.554, 0.279, 0.305, -0.650, 0.295, 0.283, -0.646], "charge": 2, "e_tot_ev": -32204.759, "lumo_energy_ev": -5.135}

***

2.
{"formula": "C4H32NO14", "method": "ωB97M-V/def2-TZVPD", "elements": ["O", "C", "C", "C", "C", "O", "N", "H", "H", "H", "H", "H", "H", "H", "H", "H", "H", "O", "H", "H", "O", "H", "H", "O", "H", "H", "O", "H", "H", "O", "H", "H", "O", "H", "H", "O", "H", "H", "O", "H", "H", "O", "H", "H", "O", "H", "H", "O", "H", "H", "O"], "coordinates": [[0.409, 0.298, -1.615], [-0.307, 0.505, -0.661], [-0.239, -0.414, 0.499], [-1.429, 0.099, 1.457], [-1.957, -1.111, 2.212], [-1.054, -1.126, 3.388], [1.095, -0.734, 1.106], [-0.769, 1.672, -0.493], [-0.639, -1.414, 0.202], [-2.210, 0.718, 0.833], [-1.038, 0.848, 2.106], [-2.957, -1.083, 2.488], [-1.727, -2.211, 1.799], [0.980, -1.225, 1.992], [1.457, 0.121, 1.343], [2.893, 1.672, 1.185], [-1.323, -0.539, 4.079], [2.390, 1.665, 2.022], [-2.453, -3.138, -0.055], [-1.819, -4.377, 0.044], [-2.581, -3.962, 0.361], [2.454, -1.817, -0.135], [1.891, -3.314, -0.127], [2.456, -2.741, -0.495], [0.389, 4.040, -0.236], [0.158, 2.788, 0.418], [0.209, 3.207, -0.769], [-0.168, -3.325, 2.846], [1.249, -3.615, 2.775], [0.499, -3.773, 2.317], [-2.974, 0.004, -1.614], [-3.311, -1.573, -1.630], [-3.610, -0.764, -1.689], [-0.590, 0.202, -3.858], [-1.194, 1.574, -3.825], [-1.259, 0.789, -4.277], [3.120, 1.607, -1.201], [4.146, 0.516, -1.454], [3.814, 1.097, -0.741], [1.545, 2.051, 1.784], [-0.379, 2.732, 2.347], [-0.084, 2.359, 1.483], [1.625, 3.134, -1.831], [1.648, 1.899, -2.449], [2.173, 2.733, -2.375], [-2.217, 3.762, -1.169], [-1.964, 2.849, 0.110], [-2.597, 3.154, -0.451], [2.186, -2.650, -3.045], [1.873, -1.466, -2.043], [2.192, -1.720, -2.959]], "mulliken_charge": [-0.566, -0.444, 0.928, 0.041, -0.404, -0.574, -0.408, -0.311, 0.260, 0.140, 0.107, 0.373, -0.035, 0.155, 0.342, 0.330, 0.272, -0.858, 0.224, 0.334, -0.610, 0.326, 0.251, -0.647, 0.254, 0.416, -0.925, 0.285, 0.270, -0.565, 0.380, 0.267, -0.604, 0.351, 0.300, -0.644, 0.388, 0.305, -0.679, 0.450, 0.128, -0.750, 0.511, 0.310, -0.807, 0.311, 0.556, -0.688, 0.263, 0.358, -0.668], "de_lowest_ev": 8.780, "charge": -1, "e_tot_ev": -34820.192, "lumo_energy_ev": 2.440}

***

3.
{"formula": "C4H32O11S2", "method": "ωB97M-V/def2-TZVPD", "elements": ["C", "C", "C", "S", "S", "C", "H", "H", "H", "H", "H", "H", "H", "H", "H", "H", "H", "H", "O", "H", "H", "O", "H", "H", "O", "H", "H", "O", "H", "H", "O", "H", "H", "O", "H", "H", "O", "H", "H", "O", "H", "H", "O", "H", "H", "O", "H", "H", "O"], "coordinates": [[-2.002, 0.814, -1.853], [-3.067, 0.956, -2.916], [-2.422, 0.266, -0.492], [-3.561, -1.164, -0.461], [-2.810, -2.660, -1.513], [-2.180, -3.933, -0.284], [-1.277, 0.105, -2.316], [-1.386, 1.713, -1.625], [-3.766, 1.785, -2.802], [-2.570, 1.266, -3.882], [-3.726, 0.102, -3.085], [-1.461, 0.274, 0.037], [-3.132, 0.879, 0.069], [-1.077, -3.892, -0.196], [-2.392, -3.532, 0.705], [-2.640, -4.914, -0.392], [1.510, -2.160, 1.944], [0.342, -1.207, 2.470], [0.564, -2.020, 2.019], [1.704, -0.430, -2.687], [2.587, -0.874, -1.554], [2.546, -0.218, -2.274], [-0.564, 2.859, 0.806], [-1.634, 2.587, 1.837], [-1.161, 2.125, 1.136], [1.416, 0.226, 4.889], [0.334, 0.658, 3.880], [1.309, 0.640, 4.026], [2.427, -3.150, -3.622], [1.292, -2.338, -2.893], [1.777, -2.452, -3.711], [2.139, 1.644, -2.357], [0.494, 1.896, -2.366], [1.371, 2.184, -2.104], [1.193, 4.082, 0.281], [0.699, 3.441, -1.001], [0.379, 3.927, -0.217], [1.992, 1.972, 2.924], [3.403, 2.298, 2.677], [2.557, 2.304, 2.213], [3.715, -0.573, 2.012], [2.346, 0.123, 1.651], [2.838, -0.712, 1.648], [2.839, -1.937, 0.160], [1.392, -2.021, 0.031], [2.205, -2.228, -0.507], [-2.029, 0.882, 3.556], [-1.223, 0.147, 2.589], [-1.286, 0.262, 3.551]], "mulliken_charge": [0.442, -1.474, -0.249, -0.069, -0.058, -0.732, 0.117, -0.056, 0.359, 0.332, 0.319, -0.016, 0.216, 0.198, 0.254, 0.330, 0.295, 0.278, -0.628, 0.283, 0.446, -0.700, 0.283, 0.292, -0.456, 0.290, 0.429, -0.677, 0.327, 0.256, -0.612, 0.341, 0.347, -0.706, 0.312, 0.416, -0.726, 0.351, 0.284, -0.611, 0.229, 0.285, -0.575, 0.414, 0.320, -0.653, 0.308, 0.307, -0.664], "de_lowest_ev": 0.000, "e_tot_ev": -48860.276, "smiles": "CCCSSC.O.O.O.O.O.O.O.O.O.O.O", "lumo_energy_ev": -0.087}

***

4.
{"formula": "C4H33NO13", "method": "ωB97M-V/def2-TZVPD", "elements": ["C", "N", "C", "C", "C", "O", "H", "H", "H", "H", "H", "H", "H", "H", "H", "H", "H", "O", "H", "H", "O", "H", "H", "O", "H", "H", "O", "H", "H", "O", "H", "H", "O", "H", "H", "O", "H", "H", "O", "H", "H", "O", "H", "H", "O", "H", "H", "O", "H", "H", "O"], "coordinates": [[-2.253, 0.805, 0.951], [-1.655, -0.458, 0.519], [-0.236, -0.758, 0.880], [-1.963, -0.607, -0.925], [-1.548, -2.010, -1.371], [-0.386, -2.212, -1.663], [-1.773, 1.754, 0.537], [-3.242, 0.923, 0.572], [-2.076, 0.866, 2.032], [0.359, -1.147, 0.042], [-0.238, -1.678, 1.578], [0.288, -0.017, 1.513], [-1.411, 0.077, -1.578], [-3.022, -0.398, -1.230], [-2.295, -2.770, -1.189], [-2.904, 3.436, -2.190], [-2.183, 4.745, -1.829], [-2.124, 3.956, -2.372], [2.115, -3.786, -3.107], [1.970, -3.182, -1.639], [2.447, -3.824, -2.177], [2.513, 2.712, 0.339], [1.384, 1.714, -0.131], [1.971, 1.967, 0.684], [-2.546, -1.911, 1.760], [-3.766, -1.863, 2.585], [-3.181, -2.509, 2.169], [2.808, -1.215, 1.516], [2.427, 0.274, 1.109], [3.206, -0.305, 1.343], [2.335, -3.731, 0.194], [1.466, -2.616, 0.670], [2.388, -2.817, 0.502], [0.753, 2.732, 3.338], [0.917, 2.695, 1.790], [0.301, 2.908, 2.518], [-0.356, -4.619, 1.655], [0.725, -4.309, 3.005], [0.217, -4.069, 2.173], [-0.251, 2.910, -3.106], [1.134, 2.545, -3.875], [0.656, 2.532, -3.052], [-1.936, 3.708, 0.857], [-2.082, 5.156, 0.984], [-2.517, 4.409, 0.521], [0.517, 1.206, -2.080], [1.217, 0.059, -1.212], [0.603, 0.818, -1.160], [3.883, -0.019, -0.393], [3.814, -1.488, -0.969], [3.533, -0.589, -1.087]], "mulliken_charge": [-0.942, 0.243, -0.165, -0.294, -0.203, -0.455, -0.127, 0.488, 0.389, -0.333, 0.297, 0.276, -0.010, 0.520, 0.411, 0.296, 0.311, -0.611, 0.292, 0.398, -0.667, 0.301, 0.451, -0.830, 0.324, 0.290, -0.728, 0.394, 0.420, -0.734, 0.300, 0.326, -0.696, 0.259, 0.426, -0.641, 0.279, 0.280, -0.566, 0.308, 0.261, -0.570, 0.384, 0.330, -0.646, 0.336, 0.263, -0.645, 0.347, 0.287, -0.625], "de_lowest_ev": 2.914, "e_tot_ev": -32789.449, "lumo_energy_ev": 0.249}

***

Frontier orbital gap / Eh: 0.4258 0.3298 0.3096 0.3351